Record 1
154
Properties=species:S:1:pos:R:3 method="wB97M-V/def2-TZVPD" lumo_energy_ev=2.0 homo_energy_ev=-4.552 orbital_gap_ev=6.58 total_charge=-1 e_above_lowest_kj_mol=84.4
C -3.23086 6.10573 5.05561
O -1.02363 0.85166 2.06482
S -0.15524 -5.72853 0.31750
H -3.98909 4.03827 6.68757
C -4.64028 5.82792 -3.17968
H -3.01206 -0.22856 -2.53708
N 1.36526 -1.69557 1.44458
H -8.91078 3.57159 1.35855
H -0.84159 5.15336 -3.27372
H -1.73614 6.46342 -4.93338
H -9.42432 2.67158 -0.85674
C 0.71852 -5.08131 -1.03916
H 2.43849 4.77956 2.58316
C -8.50869 2.07193 -0.83741
C 2.18481 -4.94756 -2.90948
C 4.36928 6.20663 1.90560
H -5.91574 2.01243 -2.10913
C 0.35945 -3.74734 -1.20284
C 5.05557 5.22566 -0.26534
C 0.38879 3.12421 2.85767
C -4.06617 5.13695 -5.50905
C 1.82690 -3.60551 -3.08273
C -3.62040 -1.98307 -0.53215
N -1.83735 -3.99984 1.55074
C -4.40372 0.80441 -1.24359
H -4.22461 -2.35697 0.29456
O -0.87611 0.87789 -1.90832
H -1.80921 -3.05866 1.94646
C 3.98322 -3.68450 3.17017
N -0.57324 -3.24492 -0.28980
H 5.24987 6.85375 1.86862
H 5.10188 3.36886 -3.05562
H -5.18778 6.69718 -3.55989
H -8.75450 1.08386 -0.43988
C 1.63082 -5.70128 -1.88782
H -5.36735 3.48403 5.73765
H 3.59940 6.71938 2.48700
H 1.24669 3.72952 -2.98553
N 2.59119 0.26124 -0.82571
O -0.35811 -1.75519 3.00887
C 3.27871 0.73137 -1.95801
C -2.76278 4.22211 -3.57243
H -5.36434 5.12295 6.39806
C -1.46773 1.91179 -2.47291
H -6.78822 4.04517 -1.62233
H -2.63261 3.50535 1.10619
C 1.78589 -2.77247 3.52022
O -2.97125 -0.75749 -0.12647
C -1.82922 3.93658 3.77444
H -3.13306 7.50849 -4.64434
C -5.53200 1.60207 -1.18006
C -1.69199 1.74422 2.74964
H -8.25163 2.02616 1.91022
C -0.91655 -4.16897 0.53469
C -1.42616 4.24390 -3.17900
H -1.77540 -4.69628 2.27805
H -4.52691 0.00559 3.24529
C -0.78426 3.13285 -2.65405
H -2.14603 6.95687 -3.28810
C -7.99879 2.97134 1.42219
H -8.02054 4.76414 -0.57634
C 3.58025 7.24095 -0.20778
H -2.76166 6.56275 4.18101
C 2.02864 4.55610 1.60457
H 4.84141 -3.83856 2.52729
H -4.25320 -1.78815 -1.39580
H 1.90854 -6.73891 -1.75439
C 4.52725 1.69671 -4.27655
C 0.86519 3.77770 1.56064
C 3.90350 5.91023 0.48326
C -5.58790 1.43240 1.19022
H 2.69445 -0.93821 -3.16270
H -2.83610 -2.69065 -0.78309
H -5.75683 6.09782 4.09242
C -7.43839 2.75951 0.01787
H -4.61684 5.99690 -5.90539
C -6.16932 1.90384 0.02643
H 0.85629 3.67303 3.67952
H 4.77649 -4.74883 4.86172
C 4.57659 2.42079 -3.09040
H 0.83655 -3.09252 5.41885
H -4.75155 4.28684 -5.47791
C 1.00233 3.82411 -0.87699
C 2.14646 4.60168 -0.77130
H -7.29488 3.50476 2.06498
O 3.38200 -2.29526 0.46856
C -3.66211 0.64347 -2.56909
H -5.34806 5.00359 -3.06843
H -2.65273 3.41670 -0.68764
C -3.49259 5.44932 -4.12201
H 2.65987 4.86209 -1.69229
H -3.26338 4.89011 -6.20845
C -4.73380 4.34750 5.94985
C -3.18467 3.77607 4.05948
H -6.33729 4.63979 -0.02521
C 3.23197 0.00213 -3.14544
C 2.66314 5.01307 0.45744
C -5.12518 5.30516 3.67706
H 2.84759 0.78449 0.00387
C 1.71328 -3.26365 4.80589
H 5.28358 4.25102 0.17422
C 0.79338 -1.99571 2.66548
C 2.88710 -2.97710 2.72992
H 5.95822 5.84217 -0.21555
H 4.82009 5.06531 -1.31967
H -8.17035 1.94067 -1.86716
C -1.08133 2.94968 3.14572
C 2.60059 -2.29097 1.40983
C 0.91571 -2.99871 -2.23833
C -2.06809 3.68969 0.19189
C 3.96598 1.94214 -1.93960
C 0.31758 3.51574 0.30593
H 3.79876 -0.09923 -5.20241
H 2.78701 7.77099 0.32528
H 2.73881 -0.73234 -0.64003
H -4.66202 5.67610 2.75878
C -2.82659 1.87744 -2.85669
H -1.32295 4.85817 4.04224
C -3.92973 0.25736 -0.04441
H -1.78287 4.74123 0.12960
C 3.93571 -4.18863 4.47109
C 3.85305 0.48128 -4.28899
C -4.44484 0.62397 1.18855
C -4.04976 4.87269 4.68201
H 4.00016 2.51888 -1.02165
H 4.64565 5.29514 2.44148
C -2.56755 6.65866 -4.25115
C -7.12580 4.13332 -0.58804
H -4.25620 6.06833 -2.18440
H 2.90082 -5.40239 -3.58113
H 1.03503 2.18302 -2.19693
C 0.65725 3.20935 -2.22567
C -3.76894 0.31152 2.52069
H 2.80801 -4.37878 6.28570
H -4.47807 2.93483 -3.68064
O -0.88495 2.86633 0.20875
H -4.38885 0.50596 -3.37335
H -4.81593 2.39216 3.89951
C -3.42893 3.01075 -3.39724
Ba -0.42413 -0.07087 0.14261
C -3.76222 2.56159 3.68757
H 3.24243 7.08631 -1.23448
H 4.46732 7.88204 -0.23344
H -6.01187 1.69448 2.15077
H 2.27311 -3.03333 -3.88690
H 5.00223 2.07098 -5.17351
H -2.44052 5.86654 5.77204
H 0.82535 2.12161 2.86575
H -3.04937 -0.49911 2.40813
C -3.05731 1.55512 3.03998
H -3.88558 6.85335 5.51276
H 0.63147 -1.95895 -2.37231
C 2.81607 -3.97906 5.27889
H -5.76884 4.46533 3.40506

Record 2
49
Properties=species:S:1:pos:R:3 method="wB97M-V/def2-TZVPD" lumo_energy_ev=0.3 homo_energy_ev=-7.990 orbital_gap_ev=8.33 e_above_lowest_kj_mol=176.9 smiles="CCOc1ccc(-n2c(SCC(=O)Nc3nccs3)nnc2-c2ccoc2C)cc1"
C 2.77745 1.49927 -0.22437
C -1.26323 -0.35152 -2.59926
H -2.45625 2.66203 3.30300
H -0.10512 3.61702 3.29555
C 0.54344 -1.12070 2.05088
H -0.87962 -5.36865 -1.23824
C 0.51408 -0.50050 0.80600
C -0.65594 0.74348 3.00789
N 1.05977 -1.14325 -0.31753
S -0.26440 -3.49415 0.14489
H -0.13258 1.21146 -0.30155
O -3.34110 -5.07439 -0.66805
C 2.95880 0.90790 -3.87619
H -0.81543 -3.81791 -2.15195
N -3.13482 -2.88166 -1.04010
C -0.10403 0.73422 0.66657
C 3.39632 2.58612 -0.74777
H -0.40708 -0.15759 -3.21936
C -1.77628 2.53254 4.15380
C 1.85450 -0.64529 -1.32391
O -1.20375 1.23885 4.14420
C 2.96476 1.29950 -2.44612
C -2.61662 -4.16276 -0.98126
C 2.48381 0.64856 -1.33286
C -2.57897 -1.73225 -1.52316
N 1.31438 -2.64645 -1.90728
N 1.99131 -1.55114 -2.26155
H -2.12887 1.63324 -2.25431
H 3.79410 3.47149 -0.29374
H 2.33844 1.58883 -4.45906
O 3.50726 2.47643 -2.08536
H -2.36870 2.55636 5.07248
C -2.12611 0.57225 -2.11241
C 0.75798 -2.40866 -0.75334
H -4.08985 -2.81213 -0.70749
H -1.21579 4.60624 4.25389
H -0.08365 3.50849 5.05528
H 2.58140 -0.10718 -3.95765
H 3.96944 0.94986 -4.27803
H -0.02464 -0.96970 4.10777
S -3.35273 -0.18502 -1.16229
H 2.57119 1.31036 0.80883
N -1.53113 -1.63475 -2.25887
H 1.02285 -2.08120 2.16081
C -1.14303 -4.31243 -1.24025
C -0.72593 3.63876 4.18806
C -0.03576 -0.50295 3.13629
H -1.15784 2.31258 1.60995
C -0.68203 1.35639 1.75717

Record 3
66
Properties=species:S:1:pos:R:3 method="wB97M-V/def2-TZVPD" lumo_energy_ev="-3.9 / -3.8" homo_energy_ev="-10.014 / -10.082" orbital_gap_ev="6.08 / 6.25" total_charge=+1 s_squared=0.763 e_above_lowest_kj_mol=0.0 spin_multiplicity=2
H 1.83192 -2.55146 -4.54769
H 4.17112 3.08056 4.86196
H 3.53591 2.86101 -3.82720
H 2.89313 3.59293 1.00475
H 3.04978 5.12274 -2.96686
Se -0.25837 1.86340 1.13791
H 0.86523 2.12835 -6.25739
H 4.38191 2.75915 2.45298
C 3.83108 2.03150 3.03241
Se -1.34939 -0.14583 3.94220
C 3.12132 4.28911 -2.28569
H 3.02204 -1.42956 -5.24860
C 0.96334 0.66663 -4.73333
C 3.25191 0.92919 2.40464
H 7.80749 -0.53690 -1.49172
C 2.48140 0.17252 4.57725
C 7.03972 -2.13813 -0.29875
C 0.27637 0.42747 -2.62649
C 2.58732 -0.00052 3.20850
H 7.88184 -2.78742 -0.48449
H 3.37846 -1.79537 -2.58954
H 5.91364 0.94579 -1.06036
H 0.77934 0.47104 -6.85148
Se -0.38195 1.88833 3.46626
H 3.85499 -3.56605 -0.95532
C 6.00718 -2.55842 0.52661
C 3.32660 2.13158 -0.50832
C 3.72253 2.21504 4.39962
O -0.22716 0.61245 -1.46901
C 1.27630 -1.79094 -2.16574
C 2.94532 4.48711 -0.92659
C 2.57385 -2.23327 -2.02149
N 0.93817 -0.70508 -3.01040
H 1.95825 -0.55899 5.17580
C 0.23696 -2.28573 -1.36366
H -0.26335 -3.64711 0.21501
C 0.53613 -3.23090 -0.38597
C 3.04208 1.28877 5.17352
H 2.13182 -0.87964 2.76250
C 3.39310 3.01828 -2.76698
H 2.73133 5.47533 -0.54747
C 3.49194 1.95708 -1.88653
C 1.25121 1.12280 -6.11685
Si 3.38448 0.61815 0.57871
H -0.15023 2.28094 -3.73954
H 2.95804 1.43362 6.23961
H 3.71048 0.97145 -2.28040
H -0.79343 -2.01896 -1.58761
C 1.95919 -1.61154 -5.08227
C 6.99651 -0.87572 -0.86555
C 1.84262 -3.69638 -0.24421
C 2.84117 -3.21376 -1.06937
H 1.43540 -1.67838 -6.03642
C 0.27914 1.30193 -3.72029
N 1.37606 -0.54159 -4.30087
C 5.91891 -0.04093 -0.62030
H 6.05098 -3.53119 0.99244
H 2.06918 -4.44146 0.50121
H 4.14735 -2.05389 1.42843
Se -0.60183 -1.51202 2.13998
O 2.03633 -0.29610 0.07356
C 4.86280 -0.44542 0.19023
C 3.04480 3.41819 -0.05127
Re 0.23554 -0.27605 0.36144
C 4.93702 -1.71886 0.76489
H 2.32252 1.13137 -6.31057

Record 4
30
Properties=species:S:1:pos:R:3 method="wB97M-V/def2-TZVPD" lumo_energy_ev=-5.2 homo_energy_ev=-11.212 orbital_gap_ev=5.99 total_charge=+1
C -3.42087 0.18698 0.65830
H 1.93795 -1.11943 1.21850
C 4.96644 -0.08389 0.23243
C -0.21925 -0.24015 0.41639
C -0.96554 0.58436 -0.80127
H 2.28456 1.26207 -2.98723
C 6.55854 -0.54164 0.03831
C 4.00552 -0.31952 -0.88290
N -5.79919 1.45253 -0.16332
H 7.05312 -0.06628 -0.91358
C 1.39582 -0.51272 0.34499
H -3.14386 -0.89713 2.63634
I 4.83416 -1.23470 -2.71490
H -0.56969 1.74308 -2.88702
H -6.77506 1.09879 -0.38596
H -3.18928 1.32804 -1.52983
B -5.08053 0.41714 0.73571
C -1.12205 -0.78259 1.70117
H 7.19451 -0.36367 1.03296
H -0.52318 -1.33978 2.56642
C 2.39996 0.01561 -0.86829
C 1.63259 0.87559 -2.08026
C -2.59652 0.77280 -0.67378
C -0.01773 1.13863 -2.01870
H -5.32530 1.48952 -1.09481
N -2.64174 -0.54089 1.77335
H -5.86857 -1.36912 1.44188
O -5.91839 -0.38734 1.69374
I 4.32661 0.84486 2.10853
H 6.51935 -1.72635 -0.10340